No. 1
The following is a quantum chemistry calculation of 2 unconnected molecules or ions with the total composition C3H7O3, from OMol25.

XYZ file:
```
13
C3H7O3 | OMol25 | the ωB97M-V functional and the def2-TZVPD basis
O -2.074 -0.105 1.639
C -1.305 0.038 0.669
O -1.140 1.064 -0.032
C -0.444 -1.185 0.267
C 1.051 -0.901 0.540
H -0.774 -2.034 0.863
H -0.605 -1.357 -0.800
H 1.702 -1.154 -0.302
H 1.210 0.164 0.751
H 1.389 -1.469 1.417
H -0.183 2.164 -1.075
H 0.598 2.163 -2.392
O 0.576 2.613 -1.543
```

Values from the calculation:
DFT total energy	-9368.9057	eV
total charge	-1
relative energy (zero: lowest compared OMol25 entry of this formula, charge and spin)	5.82	kcal per mole

Mulliken atomic charge list, values in e, 5 entries:
1 O -0.743
2 C 0.323
3 O -0.749
4 C -0.195
5 C -0.964

No. 2
The following is a quantum chemistry calculation of C6H8Cl2Si in the gas phase, from OMol25.

XYZ file:
```
17
C6H8Cl2Si | OMol25 | the ωB97M-V functional and the def2-TZVPD basis
C 1.796 2.105 -0.974
Si 1.589 0.341 -0.342
Cl 2.049 -0.952 -1.749
Cl 2.736 0.008 1.257
C -0.365 0.037 0.355
C -0.404 -1.322 1.134
C -1.434 -2.039 0.754
C -2.408 -1.193 0.048
C -1.764 -0.033 -0.271
H 1.773 2.176 -2.074
H 0.943 2.550 -0.650
H 2.542 2.757 -0.608
H -0.400 0.715 1.229
H 0.459 -1.584 1.731
H -1.444 -3.051 0.955
H -3.448 -1.427 0.009
H -2.222 0.912 -0.803
```

Values from the calculation:
DFT total energy	-39275.3375	eV
relative energy (zero: lowest compared OMol25 entry of this formula, charge and spin)	0.00	kcal per mole

Mulliken atomic charge list, values in e, 5 entries:
1 C -1.170
2 Si 0.719
3 Cl -0.237
4 Cl -0.263
5 C 0.060

No. 3
The following is a quantum chemistry calculation of a molecular structure, C12H30BrMnN2O8S, from OMol25.

XYZ file:
```
55
C12H30BrMnN2O8S | OMol25 | the ωB97M-V functional and the def2-TZVPD basis
Mn 28.545 25.749 -6.230
Br 28.410 23.175 -6.689
S 28.831 28.661 -4.747
O 29.635 28.205 -3.640
O 27.665 29.280 -4.174
O 29.323 29.896 -5.376
O 28.515 27.608 -5.689
C 25.929 22.938 -2.285
O 27.268 23.038 -2.860
C 28.192 24.061 -2.492
C 27.659 25.437 -2.974
N 27.295 25.284 -4.408
C 26.129 26.207 -4.568
C 25.534 25.996 -6.036
O 26.586 26.113 -7.014
C 26.120 26.097 -8.329
H 25.331 22.230 -2.860
H 25.464 23.917 -2.404
H 25.940 22.733 -1.215
H 29.162 23.906 -2.963
H 28.442 24.052 -1.431
H 28.447 26.191 -2.988
H 26.830 25.720 -2.325
H 27.020 24.312 -4.421
H 26.466 27.242 -4.533
H 25.327 25.983 -3.864
H 24.713 26.685 -6.239
H 25.113 24.992 -5.984
H 25.133 26.553 -8.407
H 25.970 25.086 -8.708
H 26.705 26.662 -9.055
C 31.203 25.468 -4.385
O 30.525 25.496 -5.667
C 31.388 26.003 -6.704
C 30.762 25.807 -8.085
N 29.413 26.412 -8.146
C 29.474 27.885 -8.347
C 29.669 28.168 -9.877
O 28.778 27.356 -10.623
C 28.699 27.778 -11.944
H 30.520 25.726 -3.576
H 31.964 26.225 -4.196
H 31.610 24.490 -4.130
H 32.254 25.354 -6.579
H 31.737 27.024 -6.544
H 30.682 24.756 -8.363
H 31.335 26.293 -8.874
H 29.090 26.065 -9.037
H 30.249 28.333 -7.727
H 28.541 28.340 -8.014
H 30.710 28.125 -10.198
H 29.356 29.206 -9.985
H 28.238 28.749 -12.118
H 28.137 27.071 -12.554
H 29.660 27.713 -12.454
```

Values from the calculation:
DFT total energy	-144489.4800	eV
multiplicity	6
expectation value of S²	8.7528
total charge	-1
relative energy (zero: lowest compared OMol25 entry of this formula, charge and spin)	0.00	kcal per mole

Mulliken atomic charge list, values in e, 5 entries:
1 Mn 0.328
2 Br -0.674
3 S 1.361
4 O -0.830
5 O -0.828

No. 4
The following is a quantum chemistry calculation of 3 unconnected molecules or ions with the total composition C7H10Si, from OMol25.

XYZ file:
```
18
C7H10Si | OMol25 | the ωB97M-V functional and the def2-TZVPD basis
C -3.128 -0.512 0.105
C 0.108 3.546 -0.613
C -2.765 -1.519 0.569
C -0.359 2.494 -0.207
C 1.007 -0.309 -1.184
C 1.684 -1.840 0.888
C 1.850 -0.878 -0.055
Si 0.102 1.342 1.223
H -3.568 0.388 -0.109
H -0.150 4.344 -1.297
H 1.215 0.723 -1.135
H 1.385 -0.735 -2.147
H -0.055 -0.379 -0.993
H -2.261 -2.316 0.946
H 2.408 -1.828 1.660
H 0.792 -2.518 0.906
H 2.621 -0.161 0.196
H -0.886 0.157 1.246
```

Values from the calculation:
DFT total energy	-15290.4947	eV
relative energy (zero: lowest compared OMol25 entry of this formula, charge and spin)	126.33	kcal per mole

Mulliken atomic charge list, values in e, 5 entries:
1 C -0.570
2 C -0.213
3 C -0.234
4 C -0.210
5 C -0.828

No. 5
The following is a quantum chemistry calculation of C18H24N4O3 in the gas phase, from OMol25.

XYZ file:
```
49
C18H24N4O3 | OMol25 | the ωB97M-V functional and the def2-TZVPD basis
C -2.913 -0.600 1.785
C -1.727 -1.491 2.088
C -0.950 -0.973 3.292
C 0.431 -1.641 3.406
O 1.196 -1.557 2.219
C 1.562 -0.210 1.822
C 2.408 -0.186 0.540
C 3.754 -0.874 0.789
N 3.657 -2.363 0.820
C 3.094 -2.878 -0.458
C 1.687 -2.277 -0.743
N 1.636 -0.793 -0.601
C 0.590 -0.053 -1.208
C -0.480 -0.691 -1.865
C -1.461 0.013 -2.505
C -1.424 1.394 -2.425
C -2.439 2.207 -2.960
C -2.374 3.600 -2.863
N -3.302 4.491 -3.535
O -3.246 5.710 -3.281
O -4.117 3.981 -4.314
C -1.279 4.150 -2.194
C -0.239 3.364 -1.695
C -0.322 1.972 -1.794
N 0.657 1.288 -1.168
H -3.409 -0.992 0.919
H -2.571 0.425 1.550
H -3.630 -0.576 2.596
H -1.109 -1.450 1.165
H -2.079 -2.514 2.265
H -0.857 0.120 3.196
H -1.529 -1.147 4.201
H 1.029 -1.178 4.175
H 0.242 -2.698 3.681
H 0.663 0.400 1.640
H 2.083 0.287 2.667
H 2.606 0.890 0.337
H 4.448 -0.549 0.027
H 4.099 -0.558 1.768
H 3.078 -2.633 1.629
H 3.002 -3.958 -0.435
H 3.804 -2.585 -1.260
H 0.938 -2.692 -0.019
H 1.499 -2.590 -1.778
H -0.479 -1.769 -1.844
H -2.281 -0.530 -2.979
H -3.291 1.746 -3.441
H -1.231 5.197 -2.064
H 0.576 3.771 -1.152
```

Values from the calculation:
DFT total energy	-31155.2073	eV
relative energy (zero: lowest compared OMol25 entry of this formula, charge and spin)	144.83	kcal per mole

Mulliken atomic charge list, values in e, 5 entries:
1 C -1.532
2 C 0.637
3 C -0.883
4 C -0.731
5 O -0.258

No. 6
The following is a quantum chemistry calculation of a molecular structure, C3H3FNaO2, from OMol25.

XYZ file:
```
10
C3H3FNaO2 | OMol25 | the ωB97M-V functional and the def2-TZVPD basis
F -1.584 1.823 1.826
C 0.567 0.546 -0.516
C -0.839 0.240 -0.493
O 1.354 1.463 -0.677
O 0.942 -0.665 0.039
C -0.465 -1.108 0.037
Na 3.130 0.333 0.329
H -1.716 0.667 -0.966
H -0.590 -1.967 -0.635
H -0.799 -1.332 1.056
```

Values from the calculation:
DFT total energy	-14385.0634	eV
multiplicity	2
expectation value of S²	0.7585
relative energy (zero: lowest compared OMol25 entry of this formula, charge and spin)	0.00	kcal per mole

Mulliken atomic charge list, values in e, 5 entries:
1 F -0.664
2 C 0.847
3 C -0.445
4 O -0.790
5 O -0.537

No. 7
The following is a quantum chemistry calculation of a molecular structure, C31H18IN9O2S3ScSe, from OMol25.

XYZ file:
```
66
C31H18IN9O2S3ScSe | OMol25 | the ωB97M-V functional and the def2-TZVPD basis
Sc -2.050 -0.344 -0.239
C -2.356 -2.730 3.511
C -1.104 -1.918 3.607
N -0.217 -2.227 4.524
C 0.906 -1.489 4.625
C 1.171 -0.401 3.835
C 2.428 0.388 4.069
O 2.184 1.659 4.681
C 0.231 -0.044 2.835
C 0.465 1.153 2.044
N -0.225 1.505 1.029
C 0.146 2.650 0.304
C 1.291 2.718 -0.384
C 1.422 3.532 -1.636
C 0.068 4.189 -2.040
C -0.879 4.502 -0.920
C -0.851 3.735 0.164
I -2.033 4.132 1.828
C -0.924 -0.830 2.682
O -1.838 -0.622 1.790
H -2.396 -3.428 4.344
H -2.398 -3.281 2.570
H -3.234 -2.082 3.518
H 1.614 -1.796 5.388
H 2.953 0.580 3.130
H 3.101 -0.190 4.707
H 1.288 1.647 5.034
H 1.279 1.803 2.376
H 2.045 1.959 -0.209
H 2.310 4.167 -1.653
H 0.229 5.068 -2.664
H -1.554 5.343 -0.998
S 5.038 0.042 -3.443
N 3.836 1.114 -3.453
C 2.811 0.540 -2.829
C 1.525 1.137 -2.614
C 1.269 2.580 -2.890
C -0.223 2.956 -2.966
C -1.111 1.969 -2.286
N -0.744 0.858 -1.783
C 0.582 0.397 -1.985
C 0.883 -0.902 -1.404
N -0.052 -1.459 -0.608
C 0.190 -2.641 -0.060
C 1.380 -3.342 -0.269
C 2.359 -2.769 -1.040
C 2.121 -1.515 -1.612
C 3.101 -0.778 -2.370
N 4.330 -1.178 -2.664
H 1.848 2.940 -3.738
H -0.637 3.203 -3.945
H -2.156 2.233 -2.149
H -0.606 -3.049 0.552
H 1.509 -4.313 0.186
H 3.309 -3.257 -1.214
S -3.235 -2.587 -0.050
C -2.823 -2.775 -1.724
S -2.665 -1.305 -2.608
C -2.525 -4.012 -2.268
C -2.102 -4.151 -3.622
N -1.766 -4.281 -4.717
C -2.540 -5.196 -1.474
N -2.521 -6.165 -0.849
Se -5.763 2.975 0.323
C -4.332 1.998 -0.023
N -3.358 1.387 -0.253
```

Values from the calculation:
DFT total energy	-176604.6533	eV
total charge	-1
relative energy (zero: lowest compared OMol25 entry of this formula, charge and spin)	60.84	kcal per mole

Mulliken atomic charge list, values in e, 5 entries:
1 Sc 0.362
2 C -1.080
3 C 0.995
4 N -0.703
5 C -0.900

No. 8
The following is a quantum chemistry calculation of CH3NS3 in the gas phase, from OMol25.

XYZ file:
```
8
CH3NS3 | OMol25 | the ωB97M-V functional and the def2-TZVPD basis
S 2.986 -0.441 0.091
C 1.490 -0.778 0.528
N 0.464 0.163 0.682
S 0.847 1.841 0.374
S -1.118 -0.301 1.119
H 0.996 -1.835 0.682
H 1.411 1.585 -0.880
H -1.540 -0.996 -0.004
```

Values from the calculation:
DFT total energy	-35079.7476	eV
relative energy (zero: lowest compared OMol25 entry of this formula, charge and spin)	21.84	kcal per mole

Mulliken atomic charge list, values in e, 5 entries:
1 S -0.316
2 C 0.092
3 N -0.132
4 S -0.074
5 S -0.105

No. 9
The following is a quantum chemistry calculation of 2 unconnected molecules or ions with the total composition C4H15N2O, from OMol25.

XYZ file:
```
22
C4H15N2O | OMol25 | the ωB97M-V functional and the def2-TZVPD basis
C -2.203 0.281 2.039
C -1.313 0.540 0.814
C 0.134 0.314 1.221
C 1.104 0.680 0.075
N 0.917 -0.302 -1.045
N -1.655 -0.328 -0.312
H -1.992 1.035 2.794
H -3.253 0.341 1.810
H -1.977 -0.680 2.510
H -1.434 1.599 0.576
H 0.408 0.972 2.031
H 0.385 -0.733 1.422
H 2.145 0.717 0.408
H 0.898 1.635 -0.397
H 1.308 -1.219 -0.792
H -0.123 -0.506 -1.049
H 1.256 -0.087 -1.987
H -1.965 -1.254 -0.033
H -2.373 0.040 -0.918
H 3.120 -1.288 -3.799
H 3.609 -1.036 -2.340
O 3.005 -0.721 -3.029
```

Values from the calculation:
DFT total energy	-9413.3669	eV
total charge	+1
relative energy (zero: lowest compared OMol25 entry of this formula, charge and spin)	6.81	kcal per mole

Mulliken atomic charge list, values in e, 5 entries:
1 C -1.509
2 C 0.517
3 C -0.860
4 C -0.757
5 N -0.217

What is the formula in the fourth record? C7H10Si

Which value of relative energy (zero: lowest compared OMol25 entry of this formula, charge and spin) does entry 5 give? 144.83 kcal per mole